The following is a DFT calculation (the ωB97M-V functional and the def2-TZVPD basis) of a molecular structure, C7H10O2 in a non-equilibrium geometry.

```
19
Properties=species:S:1:pos:R:3
C 1.3341 -0.1279 1.4126
C 1.3582 -0.4303 0.1334
C -1.3811 0.4704 0.1473
C 0.5227 0.8422 0.5134
C 1.7851 -1.1465 -1.1254
C 0.9741 2.1852 0.0894
C -3.2558 -0.8398 0.2337
O -1.9122 1.4078 -0.3796
O -1.8215 -0.6535 0.4986
H 1.3320 -0.3484 2.4300
H 0.9881 -1.0576 -1.8233
H 1.8749 -2.1935 -0.9080
H 2.6432 -0.5126 -1.4627
H 1.5320 2.0345 -0.7813
H 1.5966 2.7926 0.7728
H 0.1250 2.9184 -0.2515
H -3.3993 -1.8402 0.0746
H -3.3503 -0.2204 -0.6279
H -3.7120 -0.4069 1.0658
```

Properties
HOMO-LUMO gap in eV: 9.046
LUMO in eV: 0.85
F_max in eV/A: 7.49
ΔE to the lowest compared entry with this formula, charge and spin in eV: 4.504

***

The following is a DFT calculation (the ωB97M-V functional and the def2-TZVPD basis) of 2 unconnected molecules or ions with the total composition C3H7N2O2 in a non-equilibrium geometry.

```
14
Properties=species:S:1:pos:R:3
C -0.8531 0.6742 2.4547
C -0.5115 -0.6881 -0.0353
C -0.1413 0.3813 -0.9554
N -1.8381 0.5455 1.8006
N 0.6527 -1.2491 0.6641
O 0.2060 0.8401 2.8526
O 1.0872 0.7624 -1.1487
H -0.7845 1.1291 -0.3164
H -0.7398 0.3261 -1.8909
H -2.7099 0.0883 2.0498
H 1.4794 -1.1378 0.2500
H 0.3688 -2.2484 1.0633
H 0.7938 -0.8226 1.5660
H 1.2581 1.6233 -1.5633
```

Properties
HOMO-LUMO gap in eV: 9.082
LUMO in eV: -5.05
F_max in eV/A: 6.83
ΔE to the lowest compared entry with this formula, charge and spin in eV: 4.748
Charge: +1